(1)
This record from the OMol25 dataset describes C31H47BF5N6SeSi2V as an isolated structure at a distorted geometry. The level of theory is ωB97M-V with the def2-TZVPD basis set.

CARTESIAN COORDINATES (ANGSTROEM)
V: 0.332 -0.025 0.593
C: 4.920 -2.281 -0.872
C: 3.509 -1.718 -0.713
C: 2.537 -2.427 -1.660
C: 2.995 -1.879 0.684
C: 3.482 -2.720 1.692
C: 2.580 -2.589 2.725
N: 1.640 -1.719 2.348
N: 1.884 -1.281 1.108
B: 0.341 -1.343 3.075
N: 0.440 0.200 3.203
C: 0.594 0.866 4.366
C: 1.438 1.927 4.146
C: 1.794 1.840 2.785
N: 1.138 0.820 2.240
C: 2.938 2.595 2.161
C: 3.555 1.840 0.984
C: 2.585 4.039 1.793
N: -0.761 -1.928 2.177
C: -2.022 -2.292 2.489
C: -2.426 -3.268 1.605
C: -1.312 -3.474 0.772
N: -0.335 -2.660 1.127
C: -1.063 -4.500 -0.293
C: -1.904 -5.751 -0.051
C: -1.309 -3.938 -1.690
H: 5.284 -2.081 -1.877
H: 4.921 -3.358 -0.719
H: 5.602 -1.829 -0.156
H: 3.524 -0.650 -0.961
H: 2.539 -3.497 -1.464
H: 2.817 -2.262 -2.698
H: 1.529 -2.044 -1.493
H: 4.354 -3.344 1.673
H: 2.552 -3.057 3.689
H: 0.288 -1.823 4.168
H: 0.125 0.526 5.272
H: 1.770 2.652 4.863
H: 3.703 2.654 2.950
H: 2.836 1.724 0.177
H: 3.872 0.849 1.302
H: 4.424 2.383 0.615
H: 1.896 4.073 0.956
H: 3.484 4.588 1.523
H: 2.118 4.538 2.640
H: -2.550 -1.839 3.308
H: -3.381 -3.751 1.569
H: -0.001 -4.766 -0.219
H: -2.958 -5.527 -0.203
H: -1.769 -6.108 0.969
H: -1.616 -6.542 -0.742
H: -2.353 -3.659 -1.809
H: -1.049 -4.674 -2.450
H: -0.702 -3.048 -1.845
F: -5.804 0.134 -5.278
C: -4.934 -0.035 -4.254
C: -3.591 -0.315 -4.498
F: -3.157 -0.419 -5.772
C: -2.718 -0.488 -3.442
F: -1.434 -0.790 -3.706
C: -3.110 -0.374 -2.098
Se: -1.965 -0.654 -0.663
C: -4.478 -0.113 -1.895
F: -4.942 -0.024 -0.635
C: -5.369 0.056 -2.936
F: -6.672 0.316 -2.688
C: 1.236 0.751 -2.628
Si: 0.303 2.261 -1.909
C: -1.178 2.605 -3.072
C: 1.480 3.772 -2.109
C: 0.053 1.977 -0.056
Si: -1.528 2.601 0.806
C: -1.064 4.211 1.760
C: -2.989 3.140 -0.308
C: -2.364 1.528 2.167
H: 1.496 0.867 -3.676
H: 0.614 -0.135 -2.539
H: 2.151 0.572 -2.070
H: -0.920 2.381 -4.103
H: -1.499 3.639 -3.023
H: -2.026 1.985 -2.806
H: 1.679 4.001 -3.150
H: 2.431 3.582 -1.623
H: 1.051 4.658 -1.653
H: 0.849 2.542 0.426
H: -0.631 4.948 1.090
H: -0.344 4.002 2.544
H: -1.934 4.665 2.225
H: -2.701 3.931 -0.990
H: -3.813 3.505 0.298
H: -3.360 2.309 -0.893
H: -1.734 1.405 3.043
H: -2.624 0.543 1.790
H: -3.289 1.997 2.495

As for the spin multiplicity: 2. For the HOMO-LUMO gap (spin up / spin down), the calculation gives 6.342 / 5.819 eV. The HOMO energy (spin up / spin down) comes out at -3.90 / -3.38 eV. As for the expectation value of S²: 0.7586. Its charge is -1.

---

(2)
This record from the OMol25 dataset describes C31H47BrEuN2P2 as an isolated structure at a distorted geometry. The level of theory is ωB97M-V with the def2-TZVPD basis set.

CARTESIAN COORDINATES (ANGSTROEM)
N: -4.781 4.610 -3.058
C: -4.082 5.123 -2.042
C: -2.714 4.840 -1.867
C: -2.078 3.922 -2.740
C: -2.850 3.373 -3.793
C: -4.182 3.807 -3.942
C: -0.656 3.608 -2.560
Eu: 0.631 2.931 -0.704
P: 4.003 1.026 -1.017
C: -0.021 2.398 -2.971
C: -0.474 1.028 -2.764
C: 0.136 -0.071 -3.451
C: -0.127 -1.379 -3.143
C: -0.855 -1.746 -1.933
C: -1.648 -0.639 -1.410
C: -1.476 0.664 -1.820
Br: 0.782 -2.054 -0.353
H: 0.000 4.504 -2.399
H: 0.898 2.520 -3.572
H: -2.168 5.401 -1.099
H: -2.437 2.691 -4.539
H: -4.622 5.788 -1.359
H: -4.787 3.468 -4.792
H: 0.828 0.167 -4.267
H: -2.147 1.439 -1.424
H: 0.332 -2.185 -3.718
H: -2.305 -0.850 -0.565
P: -1.647 -3.433 -1.737
C: 3.194 2.647 -0.934
C: 4.083 3.898 -0.840
H: 2.657 2.567 0.059
H: 2.549 2.735 -1.860
H: 3.458 4.779 -0.631
H: 4.821 3.809 -0.033
H: 4.618 4.074 -1.780
C: 3.134 0.095 -2.340
C: 3.856 -1.140 -2.896
H: 2.977 0.814 -3.161
H: 2.161 -0.212 -1.932
H: 3.352 -1.483 -3.814
H: 4.898 -0.905 -3.151
H: 3.852 -1.971 -2.178
C: 3.497 0.197 0.558
C: 4.752 -0.321 1.264
H: 2.785 -0.621 0.334
H: 2.962 0.909 1.206
H: 4.478 -1.079 2.010
H: 5.442 -0.776 0.538
H: 5.285 0.499 1.774
C: -1.960 -3.665 0.032
C: -1.621 -5.084 0.436
H: -3.012 -3.447 0.249
H: -1.314 -2.950 0.567
H: -2.354 -5.793 0.024
H: -0.615 -5.359 0.101
H: -1.636 -5.199 1.527
C: -0.499 -4.630 -2.459
C: -0.670 -4.758 -3.981
H: -0.707 -5.606 -1.976
H: 0.523 -4.343 -2.176
H: -1.472 -5.472 -4.218
H: -0.929 -3.802 -4.462
H: 0.242 -5.139 -4.461
C: -3.226 -3.597 -2.591
C: -4.504 -3.152 -1.889
H: -3.293 -4.669 -2.844
H: -3.106 -3.033 -3.525
H: -4.643 -2.065 -1.956
H: -5.354 -3.626 -2.393
H: -4.556 -3.435 -0.833
N: -1.565 2.767 0.715
C: -0.944 1.889 1.657
C: 0.282 2.285 2.212
C: 1.010 1.356 2.981
C: 0.527 0.057 3.158
C: -0.665 -0.338 2.541
C: -1.425 0.584 1.815
H: -1.623 3.760 0.953
H: -2.475 2.466 0.371
H: 0.661 3.306 2.030
H: 1.947 1.664 3.454
H: 1.064 -0.650 3.802
H: -1.012 -1.368 2.640
H: -2.359 0.285 1.332

As for the spin multiplicity: 8. The calculation puts the energy above the lowest of the compared OMol25 structures with the same formula, charge and spin at 0.0 kJ/mol. For the HOMO-LUMO gap (spin up / spin down), the calculation gives 5.617 / 5.478 eV. The HOMO energy (spin up / spin down) comes out at -12.54 / -12.53 eV. As for the expectation value of S²: 15.9400. Its charge is +2.

---

(3)
This record from the OMol25 dataset describes a 3-piece molecular cluster, C31H48BrClF10N4O5S overall at a distorted geometry. The level of theory is ωB97M-V with the def2-TZVPD basis set.

CARTESIAN COORDINATES (ANGSTROEM)
C: 0.773 0.733 4.176
C: 0.973 -0.588 3.215
C: 1.501 -0.112 1.735
Cl: 0.952 1.642 1.292
C: 1.057 -1.159 0.508
C: -0.556 -1.416 0.247
C: -1.783 -0.758 1.112
C: -2.494 -1.825 2.181
O: -1.882 -2.955 2.604
F: -3.840 -1.532 2.746
C: -0.942 -2.426 -0.997
C: -2.526 -2.689 -1.327
C: -3.198 -1.527 -2.325
C: -4.764 -2.025 -2.555
C: -5.872 -0.825 -2.477
C: -6.423 -0.471 -0.973
F: -5.207 -0.560 -0.076
F: -6.802 0.959 -0.960
C: -7.506 -1.511 -0.347
F: -7.384 -1.398 1.155
F: -7.206 -2.964 -0.633
S: -9.295 -1.237 -0.758
F: -8.998 -0.477 -2.258
F: -9.282 -2.790 -1.562
F: -9.693 -2.100 0.707
F: -9.427 0.229 0.116
F: -10.976 -1.116 -1.098
C: 0.163 -3.202 -1.963
N: -0.367 -4.116 -3.031
C: 0.739 -4.717 -3.850
C: 2.315 -4.412 -3.588
N: 2.880 -3.544 -2.500
C: 1.750 -2.950 -1.707
C: 2.177 -1.916 -0.469
Br: 4.171 -1.595 -0.180
H: 0.848 0.342 5.292
H: 1.645 1.515 4.050
H: -0.266 1.247 3.935
H: 1.864 -1.217 3.697
H: 0.046 -1.302 3.205
H: 2.689 -0.032 1.820
H: -2.628 -0.333 0.382
H: -1.412 0.146 1.781
H: -2.723 -3.716 -1.903
H: -3.202 -2.769 -0.346
H: -2.553 -1.549 -3.319
H: -3.145 -0.488 -1.763
H: -4.793 -2.436 -3.676
H: -4.967 -2.950 -1.870
H: -5.354 0.170 -2.881
H: -6.716 -1.077 -3.262
H: 0.438 -5.444 -4.729
H: 3.097 -4.932 -4.321
C: 7.420 0.566 -3.432
O: 7.597 0.328 -4.823
C: 8.713 -0.521 -5.110
C: 8.238 -1.878 -5.649
N: 7.593 -2.672 -4.599
C: 6.901 -3.864 -5.105
C: 5.691 -3.631 -6.035
O: 4.574 -3.017 -5.390
C: 4.621 -1.597 -5.353
H: 6.650 1.334 -3.314
H: 7.079 -0.340 -2.924
H: 8.345 0.928 -2.973
H: 9.374 -0.644 -4.239
H: 9.296 -0.020 -5.891
H: 9.098 -2.432 -6.043
H: 7.548 -1.682 -6.474
H: 6.914 -2.092 -4.114
H: 6.547 -4.414 -4.226
H: 7.626 -4.511 -5.611
H: 5.340 -4.618 -6.357
H: 5.959 -3.096 -6.953
H: 5.131 -1.171 -6.222
H: 5.095 -1.263 -4.429
H: 3.593 -1.223 -5.341
C: -1.232 5.831 8.531
O: -2.300 5.418 7.688
C: -2.742 6.447 6.797
C: -2.387 6.095 5.344
N: -0.941 6.178 5.115
C: -0.519 5.614 3.826
C: -0.729 4.099 3.619
O: 0.083 3.281 4.464
C: -0.473 3.025 5.746
H: -1.061 5.045 9.273
H: -0.312 5.961 7.955
H: -1.479 6.757 9.057
H: -2.348 7.435 7.078
H: -3.833 6.496 6.887
H: -2.900 6.788 4.669
H: -2.760 5.085 5.150
H: -0.458 5.676 5.854
H: 0.554 5.820 3.735
H: -1.014 6.162 3.017
H: -0.414 3.870 2.595
H: -1.782 3.806 3.680
H: -1.566 2.987 5.730
H: -0.126 3.774 6.460
H: -0.101 2.056 6.090

For the HOMO-LUMO gap, the calculation gives 5.881 eV. The HOMO energy comes out at -8.38 eV.

---

(4)
This record from the OMol25 dataset describes a 3-piece molecular cluster, C31H48F9IO13P2 overall at a distorted geometry. The level of theory is ωB97M-V with the def2-TZVPD basis set.

CARTESIAN COORDINATES (ANGSTROEM)
C: 9.406 -0.112 -2.774
C: 8.521 -1.163 -1.858
O: 8.287 -1.040 -0.542
O: 7.985 -2.355 -2.548
C: 6.602 -2.644 -2.071
C: 5.879 -3.506 -3.271
C: 4.700 -2.700 -4.079
C: 5.164 -1.167 -4.560
C: 4.934 -1.107 -6.185
C: 5.132 0.378 -6.851
C: 3.968 1.230 -7.318
C: 2.378 0.759 -7.157
C: 1.513 2.055 -6.589
C: 0.622 1.677 -5.225
F: -0.106 0.395 -5.553
F: -0.321 2.805 -5.040
C: 1.564 1.337 -3.927
F: 1.625 -0.155 -3.731
F: 2.997 1.767 -4.129
C: 1.083 2.024 -2.518
F: 1.425 3.482 -2.523
F: 1.959 1.422 -1.444
C: -0.461 1.696 -2.074
F: -1.074 0.546 -2.780
F: -1.291 2.954 -2.142
F: -0.454 1.326 -0.612
C: 4.361 2.698 -8.017
O: 3.674 3.161 -9.072
C: 5.614 3.502 -7.285
I: 5.444 5.679 -7.154
C: 6.745 2.672 -6.780
P: 8.176 3.564 -5.883
P: 7.218 4.400 -4.058
O: 8.013 3.919 -2.768
O: 7.163 6.155 -4.140
O: 5.518 3.886 -4.030
C: 6.663 1.023 -7.042
O: 7.731 0.276 -7.396
H: 8.824 0.096 -3.792
H: 9.545 0.886 -2.174
H: 10.440 -0.649 -3.030
H: 6.705 -3.374 -1.135
H: 6.006 -1.668 -1.799
H: 6.703 -3.983 -3.991
H: 5.355 -4.435 -2.737
H: 3.685 -2.687 -3.480
H: 4.484 -3.323 -5.071
H: 4.406 -0.439 -3.993
H: 6.291 -0.930 -4.250
H: 3.900 -1.582 -6.481
H: 5.767 -1.806 -6.672
H: 1.952 0.524 -8.234
H: 2.251 -0.142 -6.417
H: 2.212 2.961 -6.254
H: 0.798 2.526 -7.420
H: 9.155 2.629 -5.373
H: 6.349 6.416 -3.615
H: 5.132 4.027 -3.115
C: -6.401 1.295 4.729
O: -5.221 0.760 4.152
C: -5.423 -0.497 3.507
C: -4.751 -0.537 2.130
O: -5.323 0.321 1.137
C: -5.178 1.732 1.336
C: -3.737 2.262 1.288
O: -3.006 1.852 2.445
C: -1.692 1.403 2.157
H: -6.567 0.844 5.712
H: -6.261 2.373 4.852
H: -7.274 1.140 4.090
H: -6.489 -0.717 3.395
H: -4.977 -1.262 4.147
H: -4.870 -1.554 1.740
H: -3.676 -0.378 2.201
H: -5.684 2.050 2.243
H: -5.725 2.201 0.509
H: -3.755 3.351 1.292
H: -3.254 1.923 0.365
H: -1.657 0.793 1.251
H: -1.357 0.781 2.993
H: -1.020 2.260 2.062
C: -4.380 -2.413 9.133
O: -5.755 -2.069 9.129
C: -6.188 -1.475 7.906
C: -7.509 -2.083 7.422
O: -7.442 -3.449 6.997
C: -7.184 -4.431 8.007
C: -8.274 -4.581 9.078
O: -8.294 -3.446 9.946
C: -9.600 -2.978 10.240
H: -3.780 -1.532 9.377
H: -4.222 -3.174 9.903
H: -4.061 -2.834 8.175
H: -5.432 -1.583 7.123
H: -6.334 -0.409 8.100
H: -7.822 -1.518 6.535
H: -8.307 -1.946 8.150
H: -6.208 -4.275 8.458
H: -7.117 -5.387 7.474
H: -8.054 -5.451 9.695
H: -9.245 -4.733 8.593
H: -10.250 -2.999 9.362
H: -9.519 -1.939 10.574
H: -10.035 -3.576 11.046

For the HOMO-LUMO gap, the calculation gives 6.911 eV. The HOMO energy comes out at -9.06 eV.